The following is a DFT calculation (wB97M-V/def2-TZVPD) of a cluster of 2 separate species, C19H20N8O4S in total in a non-equilibrium geometry.

Geometry as ORCA input:
```
! wB97M-V def2-TZVPD RIJCOSX def2/J DEFGRID3
* xyz 0 1
O 4.94 1.06 0.28
N 3.94 0.32 0.20
O 3.26 0.20 -0.84
C 3.53 -0.45 1.35
C 4.21 -0.32 2.58
C 3.71 -0.93 3.72
N 4.26 -0.62 5.03
O 3.76 -1.08 6.07
O 5.26 0.14 5.05
C 2.60 -1.84 3.60
N 2.00 -2.73 4.41
N 1.00 -3.28 3.68
N 0.95 -2.80 2.46
N 1.98 -1.91 2.36
C 2.35 -1.18 1.25
H 5.10 0.30 2.63
H 1.71 -1.24 0.36
C -1.42 2.66 1.93
C -0.64 1.56 1.21
C 0.52 2.19 0.43
C -0.10 0.60 2.26
C -1.54 0.74 0.27
C -2.34 1.62 -0.66
C -3.07 0.84 -1.72
N -2.17 -0.18 -2.29
C -1.11 -0.66 -1.57
N -0.70 -0.26 -0.42
S -0.26 -1.91 -2.50
C -1.38 -1.74 -3.82
C -1.36 -2.36 -5.07
C -2.32 -1.99 -6.03
C -3.30 -1.04 -5.74
C -3.35 -0.44 -4.47
C -2.38 -0.80 -3.53
H -2.28 2.24 2.46
H -0.76 3.15 2.66
H -1.77 3.44 1.23
H 1.12 1.43 -0.07
H 0.17 2.92 -0.31
H 1.18 2.72 1.14
H 0.32 -0.28 1.76
H 0.71 1.08 2.83
H -0.89 0.27 2.94
H -2.25 0.18 0.91
H -3.09 2.16 -0.05
H -1.69 2.38 -1.11
H -3.97 0.35 -1.30
H -3.38 1.49 -2.53
H -0.59 -3.11 -5.27
H -2.29 -2.45 -7.02
H -4.03 -0.75 -6.50
H -4.10 0.31 -4.22
*
```

Calculated total energy   -1872.98390 Ha
HOMO energy   -0.2954 Eh
Gap between HOMO and LUMO   5.989 eV
E_LUMO   -0.075 hartree
SMILES string   O=[N+]([O-])c1cc([N+](=O)[O-])c2nnnn2c1.CC(C)(C)[C@H]1CCN2C(=N1)Sc1ccccc12



The following is a DFT calculation (wB97M-V/def2-TZVPD) of a cluster of 2 separate species, C19H20O3 in total in a non-equilibrium geometry.

Geometry as ORCA input:
```
! wB97M-V def2-TZVPD RIJCOSX def2/J DEFGRID3
* xyz 0 1
C -2.07 1.16 3.65
C -2.63 0.16 2.68
O -1.87 0.15 1.47
C -2.42 -0.79 0.63
C -1.77 -0.81 -0.65
C -2.25 -1.63 -1.70
C -1.50 -1.56 -3.03
O -3.23 -2.38 -1.59
O -3.36 -1.48 1.04
H -2.70 1.16 4.54
H -1.05 0.91 3.96
H -2.07 2.17 3.23
H -2.60 -0.85 3.12
H -3.66 0.42 2.43
H -0.89 -0.19 -0.78
H -0.65 -0.87 -3.01
H -1.14 -2.56 -3.29
H -2.20 -1.25 -3.81
C 0.47 0.76 -0.28
C 1.11 0.33 0.95
C 1.06 1.19 2.07
C 1.69 0.87 3.26
C 2.37 -0.36 3.38
C 2.41 -1.23 2.29
C 1.76 -0.92 1.10
C 1.13 0.76 -1.57
C 0.59 1.60 -2.59
C 0.98 1.46 -3.91
C 1.90 0.45 -4.27
C 2.50 -0.32 -3.27
C 2.17 -0.13 -1.93
H -0.27 1.54 -0.13
H 0.52 2.14 1.96
H 1.65 1.57 4.10
H 2.87 -0.61 4.32
H 2.96 -2.18 2.37
H 1.73 -1.63 0.27
H -0.16 2.35 -2.31
H 0.56 2.10 -4.67
H 2.16 0.29 -5.31
H 3.23 -1.09 -3.54
H 2.69 -0.70 -1.16
*
```

Calculated total energy   -961.58715 Ha
HOMO energy   -0.2597 Eh
ΔE to the lowest compared entry with this formula, charge and spin   4.5 kJ/mol
Gap between HOMO and LUMO   4.276 eV
E_LUMO   -0.103 hartree



The following is a DFT calculation (wB97M-V/def2-TZVPD) of a structure of composition C19H21AuIN5O5S.

Geometry as ORCA input:
```
! wB97M-V def2-TZVPD RIJCOSX def2/J DEFGRID3
* xyz 2 3
Au 0.12 0.82 0.62
C -3.30 1.45 4.81
O -3.11 1.10 3.43
C -2.06 1.51 2.76
O -1.95 1.20 1.57
N -1.14 2.27 3.40
N -0.05 2.76 2.68
H -4.22 0.96 5.11
H -3.42 2.53 4.92
H -2.48 1.08 5.42
H -1.28 2.57 4.35
H 0.81 2.57 3.18
H -0.14 3.76 2.53
O 2.11 -1.78 0.61
S 1.96 -1.75 -0.82
O 3.10 -1.82 -1.67
N 1.16 -0.26 -1.06
C 1.04 0.35 -2.23
C 1.64 -0.03 -3.46
C 1.41 0.69 -4.63
C 0.58 1.79 -4.63
C -0.06 2.22 -3.43
C -0.95 3.31 -3.40
C -1.56 3.65 -2.22
C -1.28 2.91 -1.08
N -0.43 1.90 -1.10
C 0.18 1.53 -2.25
C 0.72 -2.86 -1.33
C 0.93 -3.60 -2.49
C -0.06 -4.48 -2.90
C -1.23 -4.61 -2.15
C -1.42 -3.87 -0.99
C -0.44 -2.99 -0.56
H 2.31 -0.88 -3.48
H 1.90 0.37 -5.54
H 0.41 2.34 -5.55
H -1.15 3.86 -4.31
H -2.27 4.47 -2.17
H -1.75 3.12 -0.13
H 1.85 -3.50 -3.05
H 0.08 -5.08 -3.79
H -1.99 -5.30 -2.47
H -2.32 -3.99 -0.41
H -0.56 -2.42 0.35
N 1.35 -2.00 3.58
C 1.44 -0.87 2.90
O 0.41 -0.38 2.40
C 2.81 -0.23 2.92
I 3.14 1.32 1.53
H 0.46 -2.48 3.62
H 2.16 -2.45 3.97
H 3.58 -0.98 2.73
H 2.97 0.20 3.90
*
```

Calculated total energy   -2217.61366 Ha
HOMO energy (alpha / beta)   -0.5267 / -0.5412 Eh
Gap between HOMO and LUMO (alpha / beta)   7.960 / 6.454 eV
E_LUMO (alpha / beta)   -0.234 / -0.304 hartree



The following is a DFT calculation (wB97M-V/def2-TZVPD) of a structure of composition C19H21BCaN2O2 in a non-equilibrium geometry.

Geometry as ORCA input:
```
! wB97M-V def2-TZVPD RIJCOSX def2/J DEFGRID3
* xyz 0 1
C -3.15 -1.25 0.27
C -3.37 0.86 -1.50
H -2.50 -1.84 -0.37
H -4.36 -1.29 0.02
H -2.94 -0.63 1.22
H -2.78 0.43 -2.28
H -4.55 0.46 -1.44
H -3.19 1.68 -0.75
C -0.10 -2.77 0.14
C 0.84 -3.79 0.11
C 2.07 -3.55 -0.53
C 2.28 -2.28 -1.10
H -1.05 -2.92 0.65
H 0.62 -4.75 0.57
H 2.84 -4.32 -0.59
H 3.22 -2.07 -1.59
N 0.08 -1.57 -0.45
C 1.27 -1.30 -1.04
C 1.48 0.07 -1.59
N 0.43 0.94 -1.54
C 0.59 2.18 -2.06
C 2.88 1.77 -2.65
C 1.78 2.64 -2.62
H -0.29 2.83 -2.02
H 1.85 3.65 -3.01
C 2.72 0.48 -2.13
H 3.57 -0.21 -2.12
H 3.84 2.08 -3.08
Ca -1.58 0.18 -0.33
C -0.45 2.02 1.65
H 0.10 1.79 0.74
H 0.21 2.67 2.23
H -1.36 2.61 1.44
O -0.01 -0.39 2.57
B -0.77 0.81 2.57
O -1.70 0.80 3.62
C -1.39 -0.32 4.37
C -1.70 -0.53 5.70
C -0.87 -1.38 6.43
C 0.18 -2.07 5.82
C 0.44 -1.92 4.45
C -0.34 -1.04 3.74
H -2.54 0.02 6.15
H -1.05 -1.50 7.50
H 0.81 -2.72 6.41
H 1.25 -2.45 3.95
*
```

Calculated total energy   -1698.94608 Ha
HOMO energy (alpha / beta)   -0.1606 / -0.1444 Eh
ΔE to the lowest compared entry with this formula, charge and spin   365.1 kJ/mol
Gap between HOMO and LUMO (alpha / beta)   3.526 / 2.846 eV
E_LUMO (alpha / beta)   -0.031 / -0.040 hartree



The following is a DFT calculation (wB97M-V/def2-TZVPD) of a structure of composition C19H21BaN in a non-equilibrium geometry.

Geometry as ORCA input:
```
! wB97M-V def2-TZVPD RIJCOSX def2/J DEFGRID3
* xyz 0 1
C 2.26 0.46 -2.45
C -0.69 -1.38 -1.53
C 2.86 -0.56 -1.75
H 2.72 1.45 -2.34
C -0.11 -1.96 -0.48
H -1.78 -1.36 -1.57
H 3.75 -0.35 -1.16
H -0.73 -2.14 0.40
C 2.31 -1.92 -1.44
H 3.22 -2.53 -1.18
H 1.90 -2.40 -2.32
C 0.76 0.49 -2.64
H 0.48 1.03 -3.56
H 0.25 1.08 -1.84
C -0.04 -0.85 -2.77
H 0.58 -1.56 -3.35
H -0.90 -0.63 -3.43
C 1.34 -2.21 -0.27
H 1.40 -3.30 -0.13
H 1.70 -1.80 0.68
Ba 0.39 2.76 1.07
H 0.00 0.54 0.96
C -4.10 1.70 0.37
C -4.31 1.42 1.73
C -3.24 1.06 2.57
C -1.96 1.09 2.03
N -1.76 1.48 0.72
C -2.80 1.65 -0.14
C -0.74 0.75 2.80
C -0.48 1.15 4.12
C 0.86 1.23 4.51
C 1.91 0.90 3.66
C 1.66 0.49 2.34
C 0.31 0.33 1.97
H -4.93 1.94 -0.29
H -5.31 1.48 2.19
H -3.30 0.69 3.60
H -2.54 1.80 -1.20
H -1.31 1.31 4.81
H 1.13 1.48 5.54
H 2.94 0.83 4.00
H 2.47 0.30 1.60
*
```

Calculated total energy   -816.62866 Ha
HOMO energy (alpha / beta)   -0.1470 / -0.1738 Eh
ΔE to the lowest compared entry with this formula, charge and spin   0.0 kJ/mol
Gap between HOMO and LUMO (alpha / beta)   4.193 / 4.659 eV
E_LUMO (alpha / beta)   0.007 / -0.003 hartree